Density functional theory data (the ωB97M-V functional and the def2-TZVPD basis) for a structure of composition C14H21NPTi at a distorted geometry.

Computed properties:
2S+1	3
HOMO (spin up / spin down)	-0.01785 / -0.02215	Ha
electronic energy	-48745.56289	eV
expectation value of S²	2.0487
net charge	-1
orbital gap (spin up / spin down)	3.21 / 3.17	eV
relative energy (zero: lowest compared OMol25 entry of this formula, charge and spin)	221.1	kJ/mol

```
38
Properties=species:S:1:pos:R:3:forces:R:3:mulliken_charge:R:1
C 0.052969 -1.698395 0.080952 -0.5039 -0.3059 -1.5858 -0.80
C 1.268543 -1.277243 -0.549316 -0.0651 -0.0069 1.1964 -0.24
C 1.006838 -0.808235 -1.831565 -0.8190 0.5512 -0.1571 -0.72
C -0.375276 -0.969305 -2.076458 -0.3435 0.5841 -0.2775 -0.55
C -1.017674 -1.473961 -0.913920 1.7569 -0.7389 0.7398 -0.82
Ti -0.839975 0.473699 0.468056 1.0283 -0.9326 -0.9027 -0.82
P 0.582629 0.301987 2.349164 -2.0068 -0.1245 -0.3190 -0.15
H -0.016450 -2.394229 0.903058 0.0150 0.0882 0.2091 0.59
H 2.245165 -1.287209 -0.064624 -0.2158 0.0329 -0.1280 0.40
H 1.686451 -0.198758 -2.428457 -0.0747 -0.5715 -0.0330 0.74
H -1.957246 -1.994636 -0.906066 -0.3633 0.1379 0.1430 0.57
H -0.901551 -0.675495 -2.985881 0.1973 -0.0079 0.2396 0.31
H 1.252451 1.422910 2.953977 0.5173 -0.1581 0.9798 0.02
H 1.594094 -0.662124 2.572351 0.6174 -0.0187 0.0549 0.06
H -0.272950 -0.122770 3.464512 0.8245 0.5240 -0.1567 -0.05
C -0.217967 4.781459 2.375954 -0.5638 0.0659 0.7307 -0.98
N -0.784427 3.397337 2.425189 0.1190 0.0370 -0.0875 1.41
C -1.480190 3.139168 3.711354 0.6999 0.1018 0.4874 -1.09
C -1.702288 3.063304 1.225590 0.0966 1.0688 0.3431 -0.56
C -0.955309 3.299009 -0.044324 -0.4606 1.7885 -0.7726 1.03
C -0.971214 4.590083 -0.594557 -0.5007 0.1622 0.6044 -0.53
C -0.188540 4.892409 -1.702904 -0.0940 -0.0669 0.1061 -0.65
C 0.576329 3.872177 -2.279472 0.2004 -0.7037 -0.0016 -0.53
C 0.524757 2.556518 -1.768833 0.3994 1.5450 -0.9455 0.13
C -0.259685 2.279109 -0.656205 0.3300 -2.1734 1.1526 -0.19
H -1.054550 5.500386 2.266639 0.5437 -0.4007 -0.0412 0.32
H 0.485605 4.862900 1.560416 -0.0420 0.0225 -0.1955 0.31
H 0.288259 4.966495 3.339233 -0.1503 -0.1020 -0.4071 0.32
H 0.011688 2.728268 2.351262 -0.5207 -0.1210 -0.2709 -0.30
H -2.419858 3.685105 3.727987 -0.0529 -0.0108 -0.0513 0.45
H -1.648756 2.061529 3.815165 -0.0740 0.1437 -0.2139 0.09
H -0.820045 3.493911 4.531565 -0.4504 -0.2582 -0.4324 0.31
H -2.070527 2.024859 1.401929 -0.1603 0.2063 0.1320 -0.50
H -2.550144 3.770131 1.342455 0.2386 -0.4128 -0.0377 0.49
H -1.612061 5.355003 -0.101702 0.5097 -0.3170 -0.5219 0.24
H -0.185005 5.904426 -2.087781 0.0595 -0.0293 -0.1469 0.37
H 1.216209 4.095960 -3.143053 -0.2414 -0.0407 0.2908 0.33
H 1.130972 1.775083 -2.251847 -0.4500 0.4415 0.2761 -0.04
```
Positions in Å, forces in eV/Å.


Density functional theory data (the ωB97M-V functional and the def2-TZVPD basis) for a structure of composition C24H48CeCl2P2S at a distorted geometry.

Computed properties:
HOMO (spin up / spin down)	-0.28599 / -0.28595	Ha
electronic energy	-93055.44341	eV
net charge	0
orbital gap (spin up / spin down)	7.08 / 7.10	eV

```
78
Properties=species:S:1:pos:R:3:forces:R:3:mulliken_charge:R:1
Ce 0.462565 -0.608896 0.602937 1.0666 -1.3240 -1.8944 0.13
Cl 1.388037 1.781019 -0.120113 -0.1257 -0.3131 0.3104 -0.48
P 0.022124 1.057663 2.867892 -0.1526 -0.8097 -0.4400 0.12
C -0.836616 2.693078 2.877026 0.0411 0.0438 0.0130 0.70
C -0.850913 -0.103962 4.057769 0.3046 0.7912 0.3473 0.54
C 1.777133 1.370391 3.382181 -0.4427 0.4093 0.2488 0.64
C -1.900170 2.785030 1.767253 -0.0129 0.0269 0.0250 -1.36
H -0.044561 3.420841 2.627902 -0.1265 -0.2810 0.1110 0.49
C -1.402799 3.021477 4.260659 -0.1295 0.2969 0.1140 -1.42
H -2.240193 2.360260 4.518396 0.1821 0.2022 -0.0447 0.25
H -1.774836 4.055918 4.263542 0.0126 -0.2478 0.0276 0.46
H -0.646200 2.941752 5.050511 -0.2620 0.0045 -0.1751 0.28
H -1.444420 2.705885 0.774345 -0.0429 -0.0499 0.2226 0.23
H -2.410871 3.754671 1.833893 0.0855 -0.1566 0.0203 0.48
H -2.658785 1.996843 1.853947 0.1746 0.1685 0.0011 0.24
H 2.089780 2.157292 2.673906 -0.2236 -0.2281 0.2305 0.56
C 2.721596 0.168882 3.169310 0.0991 -0.0417 -0.0863 -0.86
C 1.814648 1.930850 4.806895 0.4903 0.0657 0.1397 -1.69
H 1.411717 2.949425 4.845271 0.0902 -0.2404 0.0155 0.31
H 2.853379 1.975096 5.160791 -0.1874 0.0321 0.0101 0.48
H 1.247662 1.300872 5.506276 0.1704 0.1210 -0.1151 0.34
H 2.304376 -0.681981 2.597197 0.1555 0.2857 0.3190 -0.33
H 3.059975 -0.234249 4.132297 -0.1424 -0.0253 -0.2062 0.40
H 3.611845 0.486543 2.607248 -0.2486 -0.1237 0.1822 0.30
C -2.292616 -0.334139 3.570580 -0.0838 -0.1594 -0.0200 -1.33
H -0.869643 0.423192 5.027421 -0.1290 -0.3218 -0.1403 0.61
C -0.109442 -1.443884 4.243561 -0.0499 0.1356 -0.0333 -1.50
H -2.904473 0.578375 3.578623 0.2500 -0.2484 -0.0237 0.26
H -2.779115 -1.059482 4.240114 0.1082 0.1653 -0.1709 0.46
H -2.317120 -0.763632 2.553318 0.0261 0.1764 0.3701 0.15
H -0.106639 -2.063284 3.326906 -0.0210 0.1892 0.2401 0.24
H -0.649243 -2.017869 5.010921 0.1719 0.0371 -0.2510 0.53
H 0.926480 -1.320484 4.586079 -0.2706 -0.0016 -0.1047 0.26
Cl -1.459567 -2.453106 0.517781 0.4756 0.4537 0.1206 -0.42
H -1.016504 0.324779 0.125005 -0.9187 0.6548 -0.0895 0.06
P 0.240919 -0.534491 -3.064565 0.0609 -0.5096 2.4613 0.51
C 1.777581 0.171201 -3.828927 -0.3632 -0.0744 -0.1272 0.38
C -0.035682 -2.257421 -3.723230 0.0251 0.5855 -0.6092 0.48
C -1.138205 0.577447 -3.574893 0.4453 -0.0925 -0.2682 0.44
C 2.961028 0.092564 -2.851963 0.0224 0.1077 0.0042 -1.04
H 1.515224 1.234132 -3.966750 0.1310 -0.2230 -0.0202 0.49
C 2.106901 -0.446468 -5.185954 0.2630 0.2686 -0.2234 -1.60
H 2.416005 -1.495014 -5.084718 -0.1299 0.2453 -0.0851 0.25
H 2.950164 0.108148 -5.615517 -0.0576 -0.1758 -0.0647 0.49
H 1.270028 -0.375578 -5.894692 0.2386 -0.1325 0.2040 0.29
H 2.756489 0.679999 -1.945576 0.0991 -0.2843 -0.3347 0.08
H 3.860706 0.509455 -3.327275 -0.1509 -0.1134 0.0744 0.46
H 3.181586 -0.942596 -2.555222 -0.0735 0.2019 -0.0854 0.14
H -0.761200 1.564065 -3.249219 -0.0605 -0.3084 -0.1238 0.41
C -2.453399 0.316965 -2.817628 -0.2254 0.1812 -0.0128 -1.46
C -1.289687 0.579790 -5.096667 -0.4508 0.3672 -0.0787 -1.55
H -0.432826 1.052834 -5.589574 -0.1173 -0.1775 0.0834 0.29
H -2.176878 1.163698 -5.363576 0.0413 -0.0494 -0.1460 0.47
H -1.424190 -0.434121 -5.497587 0.0302 0.2149 0.0949 0.27
H -2.312001 -0.206624 -1.862341 0.0344 0.0890 -0.2692 0.21
H -3.168496 -0.249728 -3.428873 0.2313 0.0396 0.1604 0.38
H -2.929623 1.281242 -2.586367 0.0682 -0.2459 -0.0800 0.43
C 1.057442 -3.187542 -3.182431 -0.0805 -0.2018 0.0984 -1.43
H 0.040825 -2.179049 -4.819460 -0.0306 -0.3052 0.1635 0.64
C -1.428243 -2.777337 -3.336941 0.1383 -0.0876 0.0582 -1.42
H 2.071535 -2.902731 -3.494697 -0.2818 0.0113 0.1670 0.22
H 0.880498 -4.212594 -3.547955 0.0316 0.2840 0.0996 0.53
H 1.025073 -3.209526 -2.079081 0.0890 0.0226 -0.4135 0.03
H -1.557623 -2.730867 -2.244877 -0.0797 -0.0069 -0.3222 0.11
H -1.515573 -3.828853 -3.644250 0.0359 0.1801 0.0883 0.50
H -2.242334 -2.230990 -3.826618 0.2174 -0.0353 0.1534 0.23
S 2.662925 -2.265739 0.294040 0.0022 1.3113 -0.8767 -0.40
C 2.333138 -3.545169 1.400156 -0.2050 -0.9180 1.0538 0.58
C 1.430816 -4.570315 1.062134 0.0433 0.2038 0.2302 -0.18
C 1.125830 -5.565210 1.986820 0.4218 0.2374 0.3290 -0.57
C 1.736624 -5.560799 3.250937 -0.1043 0.0717 -0.2291 -0.49
C 2.663007 -4.563696 3.576112 -0.0657 -0.1450 -0.0967 -0.54
C 2.979305 -3.569231 2.657531 -0.5394 -0.1115 -0.4167 -0.53
H 0.951002 -4.536132 0.079774 0.1361 -0.0834 0.3985 0.21
H 0.413033 -6.338221 1.725386 0.0310 0.0216 0.0463 0.41
H 1.485900 -6.335945 3.978407 0.1004 0.2475 -0.2264 0.37
H 3.149075 -4.558685 4.549696 -0.1052 -0.0749 -0.1425 0.38
H 3.701707 -2.785298 2.884555 -0.1512 -0.2232 0.0099 0.43
```
Positions in Å, forces in eV/Å.